15
Properties=species:S:1:pos:R:3:mulliken_charge:R:1 method="wB97M-V/def2-TZVPD" total_charge=0 homo_lumo_gap_ev=10.089 e_tot_ha=-382.7966 multiplicity=1 lumo_ha=0.0156 molar_mass_g_mol=104.105
C 0.199 -1.562 2.264 -0.64
O -0.474 -1.108 1.097 -0.32
C 0.131 -0.070 0.492 0.65
O 1.341 0.175 0.504 -0.60
C -0.607 0.721 -0.462 -0.46
C 0.199 0.849 -1.788 -0.29
O -0.672 0.700 -2.896 -0.51
H -0.054 -0.899 3.099 0.27
H -0.173 -2.566 2.458 0.23
H 1.279 -1.569 2.113 0.33
H -1.643 1.016 -0.540 0.42
H -0.448 1.123 0.944 0.04
H 0.791 1.758 -1.845 0.27
H 0.916 0.010 -1.797 0.29
H -0.713 1.531 -3.383 0.33

15
Properties=species:S:1:pos:R:3:mulliken_charge:R:1 method="wB97M-V/def2-TZVPD" total_charge=0 homo_lumo_gap_ev=9.765 e_tot_ha=-382.8957 multiplicity=1 lumo_ha=0.0292 molar_mass_g_mol=104.105
O 2.457 -0.841 2.040 -0.61
C 2.347 -1.536 1.052 0.23
O 1.444 -1.438 0.096 -0.29
C 0.404 -0.497 0.067 -0.27
C 0.237 0.670 0.703 0.00
O 0.963 1.312 1.621 -0.55
H 3.014 -2.375 0.822 0.36
H -0.330 -0.822 -0.655 0.35
H -0.653 1.224 0.413 0.31
H 1.639 0.692 1.967 0.45
C -2.306 0.721 -1.625 -1.04
H -2.635 0.224 -0.707 0.30
H -2.752 0.229 -2.490 0.30
H -2.609 1.770 -1.600 0.29
H -1.219 0.667 -1.703 0.17

15
Properties=species:S:1:pos:R:3:mulliken_charge:R:1 method="wB97M-V/def2-TZVPD" total_charge=0 homo_lumo_gap_ev="8.043 / 8.043" e_tot_ha=-382.6543 smiles="O=COO.C=CC" multiplicity=1 lumo_ha="-0.0245 / -0.0245" molar_mass_g_mol=104.105
O 2.561 -1.655 -0.611 -0.42
C 1.698 -0.869 -0.299 0.32
O 0.214 -1.190 -0.915 -0.23
O -0.399 -2.255 -0.142 -0.34
H 1.846 -0.511 0.741 0.28
H -0.178 -3.031 -0.686 0.32
C -0.726 1.795 -0.964 -0.87
C -0.318 0.827 -0.144 0.64
C -0.879 0.511 1.199 -1.05
H -1.342 2.600 -0.578 0.26
H -0.277 1.972 -1.932 0.28
H 0.899 0.505 -0.302 -0.10
H -1.475 1.350 1.568 0.39
H -0.082 0.307 1.917 0.27
H -1.541 -0.356 1.149 0.25

15
Properties=species:S:1:pos:R:3:mulliken_charge:R:1 method="wB97M-V/def2-TZVPD" total_charge=0 homo_lumo_gap_ev=10.733 e_tot_ha=-382.8535 smiles=OCC[C@]1(O)CO1 multiplicity=1 lumo_ha=0.0308 molar_mass_g_mol=104.105
O -2.406 1.206 -0.455 -0.51
C -1.066 0.804 -0.609 -0.41
C -0.824 -0.400 0.268 -0.83
C 0.655 -0.750 0.156 0.83
O 0.925 -1.889 -0.536 -0.56
C 1.658 -0.158 1.016 -0.37
O 1.836 0.170 -0.345 -0.56
H -2.541 1.971 -1.026 0.31
H -0.353 1.588 -0.316 0.31
H -0.829 0.514 -1.643 0.30
H -1.462 -1.235 -0.059 0.31
H -1.111 -0.163 1.305 0.29
H 1.803 -1.586 -0.853 0.38
H 1.334 0.715 1.577 0.25
H 2.382 -0.786 1.521 0.27